Entry from the Open Molecules 2025 dataset: C33H23Br4Cl2O5PS2Sr as an isolated structure in a non-equilibrium geometry (ωB97M-V/def2-TZVPD).

Values from the calculation:
**M**: 1072.79 g mol⁻¹
**Orbital gap**: 5.72 eV
**Multiplicity**: 1
**Charge**: -2
**Highest occupied orbital energy**: -0.0674 hartree

Last column: Löwdin charge in e.
CARTESIAN COORDINATES (ANGSTROEM)
Sr  -0.035  -0.090  -0.276  1.313
Cl  -0.615  -2.215  -2.619  0.690
C  0.595  -3.459  -2.757  -0.664
C  0.564  -4.215  -3.914  -0.152
C  1.484  -5.235  -4.105  -0.133
C  2.424  -5.474  -3.114  -0.164
C  2.431  -4.703  -1.966  -0.695
Cl  3.655  -5.088  -0.782  0.592
C  1.525  -3.647  -1.707  -0.797
S  1.572  -2.715  -0.259  0.467
H  -0.187  -3.994  -4.660  0.090
H  1.469  -5.833  -5.007  0.084
H  3.160  -6.260  -3.220  0.084
Br  -3.858  5.877  -2.298  0.619
C  -3.333  4.074  -2.007  -0.782
C  -3.945  3.042  -2.685  -0.782
Br  -5.341  3.392  -3.926  0.619
C  -3.527  1.718  -2.451  -0.648
Br  -4.362  0.247  -3.316  0.687
C  -2.503  1.388  -1.559  -0.471
O  -2.114  0.184  -1.320  -0.331
C  -1.805  2.488  -0.894  -0.480
O  -0.788  2.211  -0.155  -0.315
C  -2.285  3.784  -1.110  -0.642
Br  -1.396  5.168  -0.161  0.721
O  2.132  -0.707  3.361  -0.002
C  1.540  0.252  2.872  -0.765
O  1.217  0.446  1.657  -0.298
C  1.012  1.333  3.838  -0.279
P  -0.120  2.504  2.979  1.092
C  -1.547  1.419  2.584  -0.381
C  -2.671  2.019  2.017  -0.105
C  -3.732  1.258  1.556  -0.077
C  -3.691  -0.126  1.653  -0.088
C  -2.593  -0.734  2.242  -0.089
C  -1.531  0.031  2.711  -0.110
C  -0.809  3.332  4.493  -0.365
C  -1.603  2.684  5.442  -0.092
C  -2.061  3.352  6.566  -0.103
C  -1.735  4.689  6.767  -0.121
C  -0.954  5.349  5.832  -0.112
C  -0.501  4.673  4.704  -0.115
H  1.862  1.909  4.214  0.081
H  0.553  0.841  4.698  0.081
H  -2.696  3.096  1.894  0.097
H  -4.574  1.748  1.081  0.110
H  -4.499  -0.727  1.255  0.102
H  -2.547  -1.814  2.322  0.104
H  -0.683  -0.476  3.152  0.100
H  -1.872  1.646  5.284  0.104
H  -2.679  2.830  7.288  0.092
H  -2.096  5.212  7.644  0.088
H  -0.703  6.394  5.973  0.090
H  0.095  5.195  3.963  0.089
C  3.698  2.080  -1.421  -0.218
S  1.945  2.131  -1.019  0.938
O  1.400  0.985  -1.832  -0.653
C  1.537  3.593  -1.964  -0.379
C  0.601  3.483  -2.975  -0.060
C  0.257  4.617  -3.701  -0.066
C  0.858  5.833  -3.420  -0.096
C  1.798  5.930  -2.401  -0.103
C  2.129  4.811  -1.656  -0.103
H  3.797  1.990  -2.502  0.065
H  4.090  1.194  -0.924  0.060
H  4.198  2.974  -1.050  0.045
H  0.140  2.524  -3.171  0.119
H  -0.506  4.548  -4.466  0.111
H  0.570  6.718  -3.974  0.097
H  2.249  6.886  -2.165  0.097
H  2.831  4.889  -0.833  0.107